No. 1
The following is a quantum chemistry calculation of C22H23N3O5 in the gas phase, from the OMol25 dataset.

Geometry as XYZ:
```
53
Properties=species:S:1:pos:R:3:mulliken_charge:R:1
C -5.07531 -0.63847 7.04922 -1.448
C -4.05524 -0.81547 5.93537 -0.319
O -3.53957 0.46170 5.62423 -0.338
C -2.60712 0.57329 4.64220 0.572
C -2.09254 -0.47070 3.90544 -0.191
C -1.12479 -0.26335 2.90266 0.113
C -0.65904 -1.42311 2.19304 -0.607
C 0.25056 -1.59203 1.20489 0.154
N 0.51515 -2.86078 0.68556 -0.119
C 1.43813 -2.83523 -0.31798 0.324
O 1.87054 -3.76049 -0.95621 -0.640
N 1.83153 -1.50671 -0.41996 0.118
C 2.64364 -1.01538 -1.49568 -1.346
C 1.73958 -0.65958 -2.69209 0.802
O 0.54373 -0.81629 -2.65281 -0.653
N 2.45271 -0.17099 -3.73798 -0.051
C 1.99438 0.25859 -4.99230 0.618
C 0.65370 0.23276 -5.35475 -0.563
C 0.28588 0.67484 -6.61361 -0.686
C 1.23168 1.13909 -7.50781 -0.541
C 2.57721 1.16983 -7.15554 0.641
C 3.60015 1.67593 -8.12694 -1.436
C 2.94525 0.72711 -5.89638 -0.590
C 1.13604 -0.68571 0.44433 0.695
O 1.31557 0.50976 0.51586 -0.715
C -0.69218 1.03949 2.66572 -1.263
C -1.20237 2.09529 3.39919 -0.644
C -2.15386 1.89201 4.38728 1.040
O -2.70990 2.86002 5.15615 -0.423
C -2.30894 4.19275 4.95219 -0.946
H -5.87031 0.02415 6.71927 0.321
H -5.49950 -1.60092 7.32109 0.426
H -4.59815 -0.19738 7.91972 0.319
H -4.53384 -1.25715 5.04947 0.379
H -3.24491 -1.48154 6.26545 0.374
H -2.43226 -1.47773 4.09202 0.376
H -1.13308 -2.34612 2.51600 0.234
H 0.03142 -3.69827 0.96307 0.218
H 3.34739 -1.80227 -1.78031 0.424
H 3.17421 -0.12365 -1.15021 0.410
H 3.45384 -0.09925 -3.61556 0.203
H -0.08444 -0.12779 -4.65962 0.533
H -0.75608 0.65465 -6.89595 0.367
H 0.93118 1.48118 -8.48724 0.417
H 3.39169 2.71264 -8.38823 0.328
H 3.57195 1.09058 -9.04489 0.334
H 4.60172 1.61835 -7.70858 0.345
H 3.98829 0.74448 -5.60782 0.243
H 0.04357 1.23246 1.90515 0.819
H -0.84484 3.09002 3.18704 0.400
H -2.87953 4.78300 5.66747 0.231
H -2.53953 4.53174 3.93711 0.372
H -1.23937 4.32540 5.14471 0.371
```

Gap between HOMO and LUMO, eV: 7.5
Energy above the lowest of the compared OMol25 structures with the same formula, charge and spin, eV: 1.079
Electronic energy, eV: -37896.176
Structure (SMILES): CCOc1cc(/C=C2/NC(=O)N(CC(=O)Nc3cccc(C)c3)C2=O)ccc1OC
Net charge: 0

No. 2
The following is a quantum chemistry calculation of a molecular structure, C5H6O3, from the OMol25 dataset.

Geometry as XYZ:
```
14
Properties=species:S:1:pos:R:3:mulliken_charge:R:1
C -0.71593 0.77034 2.27646 -0.576
C 0.31885 0.21681 0.06683 0.514
C 1.32057 -0.43592 -0.66691 -0.475
C 0.82477 -0.78998 -1.95920 -0.112
C -1.03336 0.27683 -0.79495 0.387
H 0.13580 1.44425 3.10396 0.233
H -1.50754 0.03447 2.94192 0.241
H -1.58594 1.43717 1.63492 0.252
H 2.23512 -1.02736 -0.38823 0.292
H 1.16408 -1.88446 -1.96515 0.224
H 1.27078 -0.16217 -2.87332 0.217
O 0.39281 0.35638 1.39027 -0.337
O -0.52153 -0.51943 -1.99903 -0.344
O -2.29848 0.28307 -0.76758 -0.516
```

Gap between HOMO and LUMO, eV: 9.0
Energy above the lowest of the compared OMol25 structures with the same formula, charge and spin, eV: 5.193
Electronic energy, eV: -11419.219
Net charge: 0

No. 3
The following is a quantum chemistry calculation of a molecular structure, CH2ClOP, from the OMol25 dataset.

Geometry as XYZ:
```
6
Properties=species:S:1:pos:R:3:mulliken_charge:R:1
C -1.71504 -0.28589 0.19888 0.115
O -2.22131 -1.28343 -0.03294 -0.198
P 0.55854 0.08990 -0.41503 0.194
Cl 1.02297 1.91174 0.13854 -0.201
H 0.51327 -0.33819 0.83949 0.056
H 1.84157 -0.09413 -0.72894 0.034
```

Gap between HOMO and LUMO, eV: 10.0
Energy above the lowest of the compared OMol25 structures with the same formula, charge and spin, eV: 0.867
Electronic energy, eV: -24926.713
Net charge: 0